Entry from the OMol25 dataset: a 2-piece molecular cluster, C2HClF3N overall in a non-equilibrium geometry (ωB97M-V/def2-TZVPD).

Properties
- Electronic energy: -24246.97138 eV
- Total charge: 0
- HOMO level (spin up / spin down): -6.85 / -11.77 eV
- Maximum force: 6.63 eV Å⁻¹
- Multiplicity: 3
- Frontier orbital gap (spin up / spin down): 7.2 / 5.7 eV
- ⟨S²⟩: 2.0120

Geometry (Å):
C 0.39 -0.15 -1.23
C 1.00 -0.10 0.09
N -0.21 -0.03 -2.21
F 0.21 -0.33 1.15
F 1.51 1.15 0.26
F 2.03 -0.86 0.18
Cl -2.71 0.75 0.91
H -2.23 -0.43 0.84


Entry from the OMol25 dataset: one molecule with the formula C2HClFN in a non-equilibrium geometry (ωB97M-V/def2-TZVPD).

Properties
- Electronic energy: -18819.20868 eV
- Total charge: 0
- HOMO level: -12.17 eV
- Maximum force: 3.06 eV Å⁻¹
- Frontier orbital gap: 12.7 eV

Geometry (Å):
N -1.96 -0.89 -0.44
C -0.93 -0.40 -0.14
C 0.35 0.23 0.19
F 0.37 1.41 -0.51
Cl 1.73 -0.75 -0.35
H 0.44 0.40 1.24


Entry from the OMol25 dataset: one molecule with the formula C2HClN2O in a non-equilibrium geometry (ωB97M-V/def2-TZVPD).

Properties
- Electronic energy: -19637.91993 eV
- Total charge: 0
- HOMO level: -10.28 eV
- Maximum force: 2.76 eV Å⁻¹
- Frontier orbital gap: 10.8 eV

Geometry (Å):
Cl -0.92 -1.79 -1.28
C -0.36 -0.49 -0.41
C 0.71 -0.20 0.36
N 0.63 1.13 0.73
N -0.49 1.61 0.30
O -1.12 0.56 -0.46
H 1.54 -0.82 0.76


Entry from the OMol25 dataset: one molecule with the formula C2HClN2O2 in a non-equilibrium geometry (ωB97M-V/def2-TZVPD).

Properties
- Electronic energy: -21683.87323 eV
- Total charge: 0
- HOMO level: -12.03 eV
- Maximum force: 1.06 eV Å⁻¹
- Frontier orbital gap: 11.5 eV

Geometry (Å):
N 0.74 1.31 -1.96
C 0.47 0.90 -0.94
C 0.10 0.38 0.36
Cl -1.33 1.27 0.97
N -0.24 -1.10 0.21
O 0.72 -1.82 0.18
O -1.39 -1.40 0.12
H 0.93 0.46 1.06


Entry from the OMol25 dataset: one molecule with the formula C2HClN2O2 in a non-equilibrium geometry (ωB97M-V/def2-TZVPD).

Properties
- Electronic energy: -21687.27510 eV
- Total charge: 0
- HOMO level: -9.83 eV
- Maximum force: 1.59 eV Å⁻¹
- Frontier orbital gap: 10.5 eV

Geometry (Å):
O 2.17 -0.05 -0.74
C 1.05 -0.02 -0.31
N -0.02 -0.69 -0.77
N -1.17 -0.39 -0.07
C -0.79 0.47 0.76
Cl -1.71 1.34 1.86
O 0.50 0.80 0.70
H -0.04 -1.46 -1.43


Entry from the OMol25 dataset: one molecule with the formula C2HClN2OS in a non-equilibrium geometry (ωB97M-V/def2-TZVPD).

Properties
- Electronic energy: -30473.15260 eV
- Total charge: 0
- HOMO level: -9.38 eV
- Maximum force: 1.72 eV Å⁻¹
- Frontier orbital gap: 9.8 eV

Geometry (Å):
S -1.85 -1.14 0.02
C -0.53 0.06 -0.04
N -0.83 1.41 -0.11
N 0.23 2.08 -0.05
O 1.29 1.20 0.12
C 0.79 -0.04 0.05
Cl 1.91 -1.36 -0.05
H -1.01 -2.20 0.06


Entry from the OMol25 dataset: C2HClN2OS as an isolated structure in a non-equilibrium geometry (ωB97M-V/def2-TZVPD).

Properties
- Electronic energy: -30470.20757 eV
- Total charge: 0
- HOMO level (spin up / spin down): -7.26 / -9.66 eV
- Maximum force: 4.93 eV Å⁻¹
- Multiplicity: 3
- Frontier orbital gap (spin up / spin down): 7.8 / 6.8 eV
- ⟨S²⟩: 2.0222

Geometry (Å):
C 0.55 -1.62 0.46
C 0.71 -0.27 0.52
N -1.04 -1.49 -0.45
N -1.81 -0.91 0.16
O 0.89 -2.74 0.58
S -2.30 0.01 1.23
Cl 2.25 0.39 0.99
H 0.17 0.50 -0.10


Entry from the OMol25 dataset: C2HClN3O as an isolated structure in a non-equilibrium geometry (ωB97M-V/def2-TZVPD).

Properties
- Electronic energy: -21116.48446 eV
- Total charge: +1
- HOMO level (spin up / spin down): -16.48 / -15.76 eV
- Maximum force: 4.07 eV Å⁻¹
- Frontier orbital gap (spin up / spin down): 8.0 / 6.6 eV

Geometry (Å):
C -0.57 -1.18 0.38
C 0.59 1.07 -0.09
N 0.04 -0.62 1.35
N 0.63 0.43 1.32
N -0.07 0.24 -0.85
O 1.10 2.13 -0.26
Cl -1.49 -2.41 0.01
H -0.22 0.33 -1.85


Entry from the OMol25 dataset: a 3-piece molecular cluster, C2HClNO3 overall in a non-equilibrium geometry (ωB97M-V/def2-TZVPD).

Properties
- Electronic energy: -22248.53862 eV
- Total charge: -1
- HOMO level: -5.00 eV
- Maximum force: 7.29 eV Å⁻¹
- Frontier orbital gap: 8.6 eV

Geometry (Å):
C 0.48 2.30 0.23
C -1.15 -1.93 -0.62
N 0.69 1.25 0.84
O -1.71 -1.87 0.37
O 0.38 3.41 -0.19
O -0.85 -1.98 -1.74
Cl 1.16 -1.53 0.43
H 0.99 0.35 0.68


Entry from the OMol25 dataset: an isolated ion of composition C2HClNOS2 and charge -1 in a non-equilibrium geometry (ωB97M-V/def2-TZVPD).

Properties
- Electronic energy: -39820.99571 eV
- Total charge: -1
- HOMO level: -4.47 eV
- Maximum force: 8.57 eV Å⁻¹
- Frontier orbital gap: 7.6 eV

Geometry (Å):
O 3.96 0.47 -1.74
C 3.54 0.07 -0.44
Cl 4.72 0.16 0.76
N 2.42 -0.56 -0.19
C 1.18 -0.71 -0.23
S 0.44 -2.07 -0.67
S 0.12 0.73 0.55
H -1.12 0.28 0.55


Entry from the OMol25 dataset: C2HDyO3 as an isolated structure in a non-equilibrium geometry (ωB97M-V/def2-TZVPD).

Properties
- Electronic energy: -32295.06364 eV
- Total charge: +2
- HOMO level (spin up / spin down): -20.26 / -19.22 eV
- Maximum force: 5.76 eV Å⁻¹
- Multiplicity: 6
- Frontier orbital gap (spin up / spin down): 10.0 / 7.1 eV
- ⟨S²⟩: 9.6021

Geometry (Å):
H -2.06 -2.44 -0.31
O -1.84 -1.27 -1.93
O 1.53 2.11 2.01
O 0.24 0.59 0.83
C -1.47 -1.61 -0.77
C 0.79 1.29 1.72
Dy 0.11 0.01 -1.58


Entry from the OMol25 dataset: C2HEuO3 as an isolated structure in a non-equilibrium geometry (ωB97M-V/def2-TZVPD).

Properties
- Electronic energy: -27555.39730 eV
- Total charge: +1
- HOMO level (spin up / spin down): -13.76 / -15.12 eV
- Maximum force: 2.45 eV Å⁻¹
- Multiplicity: 8
- Frontier orbital gap (spin up / spin down): 8.8 / 10.3 eV
- ⟨S²⟩: 15.7596

Geometry (Å):
H 2.34 1.22 0.45
O 1.90 -0.74 0.07
O -2.63 -0.67 -0.09
O 0.36 0.87 -0.06
C 1.60 0.49 0.09
C -3.36 0.12 0.28
Eu -0.20 -1.29 -0.74